ORCA calculation (ωB97M-V/def2-TZVPD) on the molecule C19H25N3O6S.

## Properties
- E_HOMO: -7.943 eV
- Calculated total energy: -1752.8543 a.u.
- Spin multiplicity: 1
- Largest force on an atom: 1.30 eV Å⁻¹
- SMILES: COc1ccc(CC/N=C(\N)NS(=O)(=O)c2ccc(OC)c(OC)c2)cc1OC
- ΔE to the lowest compared entry with this formula, charge and spin: 287.6 kJ/mol
- Lowest unoccupied orbital energy: 0.020 hartree

Cartesian coordinates (Å):
C 3.5265 2.0321 0.1745
H 4.3898 2.5144 -0.2831
H 3.5309 2.2383 1.2504
H 2.6070 2.4187 -0.2728
O 3.6887 0.6581 -0.0872
C 2.6833 -0.2007 0.2804
C 1.5657 0.2032 0.9984
C 0.5478 -0.6783 1.3199
C 0.6325 -2.0110 0.9549
C 1.7592 -2.4253 0.2606
C 2.7833 -1.5545 -0.0922
O 3.7930 -2.1476 -0.7959
C 5.0065 -1.4757 -1.0440
H 4.8766 -0.6407 -1.7354
H 5.4621 -1.1102 -0.1213
H 5.6569 -2.2242 -1.4975
H 1.8750 -3.4575 -0.0314
C -0.4345 -2.9993 1.3268
H -1.1407 -2.5182 2.0068
H 0.0248 -3.8410 1.8518
C -1.1808 -3.5698 0.1047
N -1.9591 -2.5987 -0.6256
C -3.0840 -2.2018 -0.1910
N -3.7400 -2.5306 0.9578
H -3.2072 -2.9280 1.7118
H -4.5071 -1.9213 1.2068
N -3.8466 -1.3716 -1.0232
S -4.3567 0.1254 -0.4751
O -5.1043 0.7082 -1.5452
O -5.0121 -0.0681 0.7892
C -2.8709 1.0870 -0.2198
C -2.9231 2.1355 0.6667
C -1.8144 2.9605 0.8106
C -0.6700 2.7334 0.0640
C -0.6220 1.6380 -0.8353
C -1.7351 0.8249 -0.9690
H -1.7191 -0.0217 -1.6328
O 0.5363 1.4801 -1.5139
C 0.6655 0.3614 -2.3651
H -0.0213 0.4290 -3.2143
H 0.4966 -0.5739 -1.8245
H 1.6915 0.3902 -2.7274
O 0.4601 3.4853 0.1235
C 0.4758 4.6146 0.9654
H -0.2986 5.3345 0.6849
H 0.3505 4.3352 2.0163
H 1.4564 5.0674 0.8273
H -1.8612 3.7822 1.5062
H -3.8215 2.3025 1.2371
H -3.5147 -1.3452 -1.9747
H -1.8135 -4.4046 0.4374
H -0.4462 -3.9590 -0.6049
H -0.3124 -0.3132 1.8631
H 1.4749 1.2315 1.3050

Atoms 1-6, force components in eV/Å:
-0.1 0.3 0.0
-0.1 0.0 0.1
0.0 0.0 0.0
0.1 0.0 0.1
-0.1 -0.5 -0.1
0.1 0.0 0.0

ORCA calculation (ωB97M-V/def2-TZVPD) on a cluster of 2 separate species, C2H12OSi3 in total.

## Properties
- E_HOMO: -8.930 eV
- Calculated total energy: -1027.0142 a.u.
- Spin multiplicity: 1
- Largest force on an atom: 4.10 eV Å⁻¹
- ΔE to the lowest compared entry with this formula, charge and spin: 224.8 kJ/mol
- Lowest unoccupied orbital energy: -0.061 hartree

Cartesian coordinates (Å):
C 1.6975 1.0206 -1.7252
C 2.5099 0.7886 1.1345
O -0.2239 0.1419 0.3287
Si -3.2590 0.8940 0.6883
Si -2.3961 -0.7530 -0.6525
Si 1.2795 0.1109 -0.1431
H 2.2260 0.3979 -2.4179
H 0.7670 1.4278 -2.1549
H 2.2492 2.0272 -1.5777
H 3.5144 0.6927 0.8016
H 2.1967 1.7701 1.4793
H 2.4454 0.1402 2.0558
H -3.7179 2.0259 -0.2346
H -4.6108 0.4946 1.2257
H -2.6592 1.3087 1.9585
H -2.6734 -0.9307 -2.1358
H -1.8210 -2.1053 -0.3885
H 1.5293 -1.1983 -0.7490

Atoms 1-6, force components in eV/Å:
-0.2 3.2 0.5
-1.7 -1.9 1.5
-4.1 -0.2 -0.3
-1.9 1.0 0.3
3.4 -0.5 0.1
1.7 0.4 -1.2

ORCA calculation (ωB97M-V/def2-TZVPD) on the ion C5H12NOS with charge +1.

## Properties
- E_HOMO: -14.517 eV
- Calculated total energy: -725.5403 a.u.
- Charge: +1
- Spin multiplicity: 1
- Largest force on an atom: 4.12 eV Å⁻¹
- ΔE to the lowest compared entry with this formula, charge and spin: 205.5 kJ/mol
- Lowest unoccupied orbital energy: -0.134 hartree

Cartesian coordinates (Å):
C -1.3090 2.1022 1.1773
C -2.2136 -0.9016 -0.1105
C 1.6522 -1.0540 -0.7121
C 2.1244 0.2974 -0.1360
C 0.2138 -1.2623 -0.1696
N -0.8752 0.9573 0.9685
O 1.2690 1.2787 -0.7263
S -0.8613 0.1612 -0.5253
H -1.7763 2.6713 0.4212
H -1.2607 2.6053 2.0625
H -3.2528 -0.3336 -0.1233
H -1.9775 -1.2596 0.8466
H -2.1420 -1.6380 -0.9336
H 2.2609 -1.7980 -0.3358
H 1.6542 -0.9677 -1.8275
H 1.9908 0.2618 1.0411
H 3.1714 0.4194 -0.5392
H 0.2387 -1.5969 0.8502
H -0.2227 -2.0485 -0.8856
H 1.3157 2.1055 -0.3427

Atoms 1-6, force components in eV/Å:
-0.8 -0.1 -2.8
-3.2 1.6 -2.0
-2.1 3.1 -0.2
0.9 -0.7 0.7
1.5 -1.0 -3.4
1.6 -1.6 1.1

ORCA calculation (ωB97M-V/def2-TZVPD) on the molecule C36H51Br2O7PS.

## Properties
- E_HOMO: -8.964 eV
- Calculated total energy: -7815.9872 a.u.
- Spin multiplicity: 1
- Largest force on an atom: 6.73 eV Å⁻¹
- Lowest unoccupied orbital energy: -0.067 hartree

Cartesian coordinates (Å):
C -1.9919 1.4180 9.6764
C -1.1495 2.1669 8.9875
C -0.1817 3.0328 7.9993
C -0.5368 2.5931 6.4877
C 0.5226 3.0798 5.3696
C -0.1482 3.5049 3.9555
C 0.3146 4.6858 3.2375
C -0.4064 5.1282 1.8381
O -0.7421 6.3286 1.6019
C -0.7087 3.8657 0.8458
C -1.2338 2.5690 1.6335
C -1.5731 1.2305 0.8126
C -2.0105 -0.0017 1.7232
C -0.7517 -0.5003 2.6664
C -0.5300 -2.1019 2.6431
C 1.0466 -2.3983 2.2821
C 1.5979 -3.7710 2.9681
C 2.3604 -4.7531 1.8906
C 2.1987 -6.3240 2.2370
C 3.6209 -7.1127 2.3633
O 4.3041 -7.2450 1.0538
C 5.6348 -6.7007 1.1634
C 6.1101 -5.3559 0.3959
O 6.5318 -7.2893 1.8797
C -1.4269 1.2770 -0.7701
C -1.7998 -0.1214 -1.5346
C -0.4806 -0.9972 -1.9260
C -0.9160 -2.0679 -3.0554
C -0.0712 -2.0099 -4.4293
C -0.8054 -1.2711 -5.6613
C -2.2890 -1.8068 -6.0014
C -2.9523 -0.6870 -7.0039
O -4.3986 -0.8435 -7.1160
C -5.0876 0.4333 -7.1139
C -0.9094 2.5822 -1.5693
P -0.7690 2.5380 -3.4477
O -0.7799 4.0556 -4.2371
O -2.0836 1.6990 -4.2409
S 0.8545 1.6235 -4.0954
C -0.5058 3.8992 -0.7313
C 0.0884 5.2493 -1.3476
Br -1.2888 6.4727 -2.1598
C 1.4116 5.0317 -2.3076
C 1.5278 6.1605 -3.4762
Br 3.0580 5.3259 -1.1569
C -1.3721 2.6748 3.2548
O -2.3417 2.2283 3.9389
H -2.8326 0.9307 10.3030
H 0.9311 2.9189 8.2585
H -0.4960 4.1401 8.1659
H -1.6131 2.9912 6.2740
H -0.6289 1.4355 6.3709
H 1.3323 2.2691 5.1584
H 1.0529 4.0136 5.7820
H 1.1683 5.3022 3.7231
H -2.9156 0.3542 2.3699
H -2.3687 -0.9513 1.1986
H -1.0291 -0.1937 3.7589
H 0.2064 0.1149 2.4201
H -0.6436 -2.4605 3.7492
H -1.2595 -2.6837 1.9731
H 1.7433 -1.5506 2.6809
H 1.1404 -2.5367 1.1447
H 2.4271 -3.4966 3.7452
H 0.7989 -4.3565 3.5522
H 1.8946 -4.5484 0.8453
H 3.4947 -4.4983 1.8407
H 1.6188 -6.8823 1.3927
H 1.6635 -6.4847 3.2569
H 3.4749 -8.2010 2.7436
H 4.3253 -6.5647 3.0969
H 6.2871 -4.4701 1.1226
H 7.1325 -5.5496 -0.1237
H 5.3611 -5.0122 -0.4201
H -2.5180 0.0484 -2.4360
H -2.4261 -0.8349 -0.8536
H 0.4494 -0.3722 -2.1640
H -0.2218 -1.6044 -0.9605
H -0.7331 -3.1305 -2.6039
H -2.0599 -1.9830 -3.1830
H 0.2578 -3.0761 -4.7753
H 0.9107 -1.4234 -4.2010
H -0.8268 -0.1273 -5.5579
H -0.1562 -1.4947 -6.6082
H -2.2973 -2.8598 -6.4983
H -3.0053 -1.8710 -5.1047
H -2.7026 0.3407 -6.5059
H -2.4215 -0.6905 -8.0247
H -5.9071 0.4343 -7.9471
H -4.4218 1.3466 -7.3257
H -5.6450 0.6433 -6.1075
H -1.5276 4.1313 -4.8851
H -2.8479 1.8659 -3.6242
H 0.5406 5.9191 -0.5031
H 1.5200 3.9555 -2.6881
H 1.6197 7.2377 -3.0511
H 0.6916 6.1062 -4.2596
H 2.5214 5.9135 -4.0389

Atoms 1-6, force components in eV/Å:
3.9 4.3 -3.4
-3.7 -3.5 2.8
-1.5 -0.7 0.6
-0.8 -0.7 -0.5
-0.4 0.5 -0.3
0.8 2.4 -2.0

ORCA calculation (ωB97M-V/def2-TZVPD) on a structure of composition C16H15ClOs.

## Properties
- E_HOMO (alpha / beta): -4.831 / -8.217 eV
- Calculated total energy: -1169.2573 a.u.
- Spin multiplicity: 5
- Largest force on an atom: 9.38 eV Å⁻¹
- ⟨S²⟩: 6.029
- ΔE to the lowest compared entry with this formula, charge and spin: 152.7 kJ/mol
- Lowest unoccupied orbital energy (alpha / beta): 0.014 / -0.067 hartree

Cartesian coordinates (Å):
C 0.9587 -1.1725 -0.1199
C 1.0891 -1.4233 -1.5326
C -0.2063 -1.8295 -2.0205
H 2.0264 -1.4838 -2.0852
C -1.1404 -1.7078 -0.9377
C -0.4018 -1.3942 0.2234
H -0.8023 -1.4021 1.2355
H 1.7635 -0.9451 0.5851
H -0.4188 -2.3251 -2.9677
H -2.2022 -1.9512 -0.9812
Os -0.1922 0.4029 -2.0136
Cl 0.6331 1.5443 0.0054
C -0.0296 2.1433 -3.0865
C -1.1986 1.4502 -3.4542
C -0.8345 0.1756 -3.9267
H -2.2022 1.8270 -3.4301
C 0.5792 0.0962 -3.8804
C 1.0793 1.3086 -3.3650
H 2.1221 1.5393 -3.2045
H -0.0072 3.1268 -2.6244
H -1.5218 -0.5855 -4.2756
H 1.1628 -0.7526 -4.2085
C -4.3011 2.1254 1.2286
C -3.2838 1.4077 1.8774
C -2.1611 0.9718 1.1392
C -2.0944 1.2080 -0.2158
C -3.0504 1.9607 -0.8488
C -4.1829 2.4111 -0.1384
H -5.1700 2.4781 1.7857
H -3.3264 1.2052 2.9487
H -1.3570 0.4908 1.6943
H -2.9533 2.2254 -1.8920
H -4.9344 2.9916 -0.6835

Atoms 1-6, force components in eV/Å:
0.4 -1.4 -0.3
0.1 -0.4 0.9
-0.3 0.1 0.1
-0.4 0.0 0.2
0.5 -0.8 0.8
-0.5 -0.7 -0.1

ORCA calculation (ωB97M-V/def2-TZVPD) on a structure of composition CH2BrCl2P.

## Properties
- E_HOMO: -9.014 eV
- Calculated total energy: -3875.0439 a.u.
- Spin multiplicity: 1
- Largest force on an atom: 3.64 eV Å⁻¹
- ΔE to the lowest compared entry with this formula, charge and spin: 128.7 kJ/mol
- Lowest unoccupied orbital energy: 0.004 hartree

Cartesian coordinates (Å):
C -0.9115 -0.0073 0.1536
P 1.2028 -0.2291 -0.8602
Cl 1.7388 1.6478 -0.6224
Cl 2.0903 -0.9832 0.7462
Br -2.3514 -1.1509 -0.5359
H -0.5767 -0.3532 1.2263
H -1.1923 1.0759 -0.1076

Atoms 1-6, force components in eV/Å:
2.3 0.1 -0.2
-3.5 -0.9 -0.1
0.3 1.8 0.0
0.6 -0.8 1.1
0.9 0.5 0.3
-1.1 1.2 -2.1

What is the spin multiplicity in the fifth record? 5

The highest spin multiplicity belongs to which entry? C16H15ClOs

Which of these has the highest largest force on an atom? C16H15ClOs